A:
This record from the OMol25 dataset describes a single C5H11N3O2S molecule. The level of theory is ωB97M-V with the def2-TZVPD basis set.

Its frontier orbital gap is 8.2 eV. Its LUMO energy is -1.6 eV. Its charge is 0.

XYZ file:
```
22
Properties=species:S:1:pos:R:3:lowdin_charge:R:1
C 1.20258 -0.72331 -1.20392 -0.54
C 2.26582 0.01821 -2.05328 0.00
C -1.88233 -0.76638 2.25626 -0.03
C -1.73723 0.20961 -0.14006 -0.03
C -1.37400 0.36475 1.33533 -0.44
N 1.16810 -0.16272 -0.00697 0.01
N 0.60101 -1.71814 -1.72430 0.12
N 0.02397 0.51724 1.41430 0.02
O 0.62336 2.26402 -0.46486 -0.29
O 2.19456 1.58351 1.41850 -0.22
S 1.13156 1.34026 0.55285 0.52
H 3.12540 0.21172 -1.39078 0.09
H 1.83237 0.91156 -2.36883 0.05
H 2.65703 -0.60082 -2.83830 0.07
H -2.01623 -1.76159 1.80242 0.10
H -1.19731 -0.98554 3.02443 0.06
H -2.71557 -0.22455 2.64450 0.07
H -2.76760 0.29887 -0.43738 0.09
H -1.56819 -0.78265 -0.35101 0.04
H -0.93817 0.74789 -0.65858 0.05
H -1.60382 1.31299 1.84136 0.17
H 0.97469 -2.05492 -2.65169 0.08
```

=====

B:
This record from the OMol25 dataset describes a single C5H11N3O2S molecule. The level of theory is ωB97M-V with the def2-TZVPD basis set.

Its frontier orbital gap is 7.8 eV. Its LUMO energy is -0.9 eV. Its charge is 0.

XYZ file:
```
22
Properties=species:S:1:pos:R:3:lowdin_charge:R:1
C 0.98282 0.73976 1.16113 -0.40
C 1.64155 0.28096 2.51912 0.04
C -2.50519 -1.13139 -0.12071 -0.04
C -0.34553 -1.36912 -1.45908 -0.05
C -1.44330 -0.36933 -0.98518 -0.38
N -0.19646 0.34010 0.81428 0.01
N 1.77698 1.45638 0.34425 -0.03
N -0.91664 0.73492 -0.17655 0.04
O 0.88816 3.06451 -1.65368 -0.35
O 1.90040 0.86404 -2.02619 -0.37
S 1.03814 1.69761 -1.26326 0.74
H 2.64071 0.15052 2.43787 0.04
H 1.06261 -0.45429 2.99627 0.07
H 1.36658 1.18168 3.04790 0.09
H -3.24902 -0.49533 0.10463 0.04
H -2.76448 -1.94134 -0.67908 0.04
H -2.20154 -1.39882 0.85786 0.07
H 0.07014 -0.90563 -2.29131 0.03
H -0.87586 -2.33662 -1.66095 0.10
H 0.40911 -1.41310 -0.66011 0.08
H -2.00564 0.07638 -1.86637 0.15
H 2.72646 1.22811 0.55916 0.11
```

=====

Stability summary: most stable B, least stable A.